# 1
Computed, not measured: an isolated molecule of C9H6FIO2, with ωB97M-V/def2-TZVPD.

```
19
Properties=species:S:1:pos:R:3:forces:R:3:lowdin_spin:R:1
C -1.036804 -0.538720 1.781276 -2.34 -4.12 0.11 0.263
C -1.452443 -1.578953 0.944065 -4.37 1.13 6.35 0.292
C -0.108576 0.365259 1.463873 2.82 -0.49 -3.57 0.465
C -0.828525 -1.955360 -0.173058 2.30 -0.77 -4.84 0.442
C 0.465230 0.267495 0.101830 0.23 0.16 0.29 0.060
C 0.406536 -1.203562 -0.422073 -1.10 -1.14 0.03 0.080
C 0.994126 1.549644 -1.547902 0.63 1.20 -0.76 0.004
C 1.787635 0.932024 -0.401045 2.42 0.00 -0.41 0.009
C -0.333228 1.220299 -0.830796 -0.16 -0.02 -1.72 0.058
O 1.259043 2.209722 -2.518352 -0.36 -0.98 0.99 0.007
O 1.330172 -1.799516 -0.931148 1.18 0.54 -0.63 0.192
F -0.761569 2.346941 -0.215926 0.13 0.63 0.90 0.007
I -1.995692 0.617591 -1.974847 -0.13 -0.49 -0.28 0.069
H -1.262467 -0.581255 2.815891 -1.20 0.04 0.72 0.007
H -2.326259 -2.154171 1.388250 1.27 0.45 -0.83 0.008
H 0.021668 1.190772 2.015600 0.84 2.85 1.97 0.028
H -1.124848 -2.816725 -0.880728 0.71 1.52 1.51 0.008
H 2.398539 1.789850 0.114440 -1.55 -1.70 -0.32 0.000
H 2.567461 0.138666 -0.729350 -1.33 1.22 0.48 0.000
```
Forces are in eV/Å.

Values from the calculation:
F_max (eV/Å): 7.79
2S+1: 3
E_tot (Eh): -894.387010
LUMO (spin up / spin down) (eV): -0.054 / -3.080
HOMO level (spin up / spin down) (eV): -6.67 / -9.82
Orbital gap (spin up / spin down) (Eh): 0.24303 / 0.24785


# 2
Computed, not measured: a structure of composition C9H6I4N4O, with ωB97M-V/def2-TZVPD.

```
24
Properties=species:S:1:pos:R:3:forces:R:3:nbo_charge:R:1
O 3.473539 -2.013810 0.267941 1.17 -0.38 1.42 -0.608
I -5.296596 2.178405 0.030947 2.12 -1.25 0.05 0.152
I -2.428556 4.394529 0.197761 0.45 -2.29 -0.03 0.152
I -4.757651 -1.561566 0.008160 2.05 1.27 0.21 0.161
I 0.976794 3.140563 0.421462 -1.48 -1.81 -0.02 0.141
N -1.351775 -1.982283 0.404229 1.19 -0.04 0.18 -0.437
C 2.824041 -1.026379 0.012039 -1.24 -1.63 -1.62 0.635
C -0.057073 -1.978746 0.612091 -0.72 0.57 -0.23 0.233
C -3.191749 1.238030 0.125057 -0.54 0.39 0.17 -0.189
C -2.067703 2.122236 0.210183 0.68 0.66 0.16 -0.175
C -2.978491 -0.153017 0.175004 -2.06 0.60 -0.38 -0.115
C -0.733117 1.618672 0.352551 -0.47 0.81 -0.03 -0.140
C -1.676536 -0.649013 0.313374 -1.91 -0.38 -0.23 0.096
C -0.577591 0.194524 0.429663 0.67 1.05 0.27 0.038
N 1.922756 0.198954 -2.020517 0.71 0.08 0.20 -0.671
N 2.785911 -0.733503 -1.333008 -1.63 1.79 0.75 -0.463
N 0.474397 -0.698833 0.647678 0.36 0.19 0.15 -0.358
C 1.851962 -0.441297 1.057705 0.56 0.13 -0.78 -0.312
H 0.558048 -2.874539 0.721910 -0.10 0.48 0.04 0.228
H 1.202981 -0.270709 -2.572508 0.13 -0.07 0.71 0.362
H 1.522493 0.908988 -1.388685 0.48 -0.73 -0.46 0.369
H 3.401367 -1.313407 -1.881606 -0.04 0.27 -0.18 0.408
H 2.077489 0.604854 1.180608 -0.48 0.51 -0.04 0.246
H 2.045058 -0.902651 2.027960 0.12 -0.22 -0.32 0.245
```
Forces are in eV/Å.

Values from the calculation:
F_max (eV/Å): 2.61
Energy above the lowest of the compared OMol25 structures with the same formula, charge and spin (kJ/mol): 43.2
E_tot (Eh): -1831.515204
LUMO (eV): -1.682
HOMO level (eV): -8.87
Orbital gap (Eh): 0.26401


- What is the formula in the second record?
  C9H6I4N4O